The following is a quantum chemistry calculation of a structure of composition C57H56N8O9RuSTe in a non-equilibrium geometry, from OMol25.

Summary:
multiplicity	6
charge	+1
energy above the lowest of the compared OMol25 structures with the same formula, charge and spin	0.673	eV
E_HOMO (spin up / spin down)	-7.7 / -10.3	eV

Last column: Löwdin charge in e.
Atoms and positions in Å:
Te -0.022 3.622 -1.622  1.93
Ru -0.440 0.114 -0.204  1.46
S -3.221 -5.991 0.091  0.66
O -5.240 -2.132 -2.223  0.12
O -5.968 -3.173 -0.474  0.08
O 0.786 1.022 1.693  -0.03
O -1.966 2.659 -1.548  -0.24
O -2.988 -0.006 2.096  0.05
O -2.580 -5.056 -0.806  -0.31
O 1.848 0.037 -0.673  -0.05
O 2.433 -5.262 6.216  -0.06
O -3.838 -7.165 -0.457  -0.29
N 0.237 1.967 -0.231  -0.33
N 5.077 -4.975 1.394  0.11
N 5.218 -3.927 0.720  0.11
N -1.852 -1.545 -0.030  -0.04
N -3.443 -2.843 0.748  0.06
N -5.109 -2.576 -1.103  -0.31
N 0.781 -2.437 -0.611  0.11
N -2.187 1.113 0.219  -0.01
C -3.965 8.043 -4.370  -0.04
C -4.494 -5.128 1.015  -0.19
C -2.864 -1.551 -0.940  -0.02
C 2.096 1.767 -5.657  -0.25
C -1.417 6.298 -2.139  -0.31
C 1.802 3.157 1.246  -0.19
C -4.497 3.922 -0.220  0.01
C -4.035 2.021 1.234  -0.09
C 4.118 -6.295 3.132  0.00
C 1.220 0.954 -4.957  0.00
C -3.855 -2.341 -0.469  -0.14
C 2.002 4.922 -3.564  -0.08
C 4.026 -0.742 -0.376  0.02
C -4.161 -3.765 1.618  -0.10
C 0.807 2.674 -3.337  -0.30
C -2.560 2.233 -0.485  -0.40
C 2.217 -6.503 6.872  -0.06
C -2.941 5.750 -4.381  -0.01
C 1.702 3.516 -4.024  -0.29
C 2.933 -3.369 -0.043  -0.07
C 3.344 -3.996 4.493  0.02
C 4.342 -3.070 0.236  -0.22
C -1.402 -2.526 2.201  0.02
C -3.721 2.817 0.121  -0.10
C 2.322 3.048 -5.173  0.00
C 2.774 1.286 -6.909  -0.04
C 3.975 -3.882 3.283  0.00
C 0.289 -3.658 -0.697  -0.11
C 3.544 5.297 1.546  -0.08
C 3.174 2.937 1.276  -0.02
C -3.056 0.924 1.296  -0.40
C -1.341 5.026 -2.736  -0.28
C -5.589 4.206 0.580  -0.06
C 2.173 5.511 1.578  -0.07
C 4.370 -5.037 2.573  -0.28
C 0.559 1.378 -3.807  -0.28
C 2.604 -0.924 -0.454  -0.29
C -2.008 -6.535 1.292  -0.28
C 1.071 -4.800 -0.497  -0.01
C 2.392 -4.659 -0.142  0.02
C -2.638 -7.493 2.295  -0.11
C 2.082 -2.297 -0.337  -0.14
C -2.254 7.263 -2.685  -0.02
C 3.464 -6.411 4.343  0.00
C 1.303 4.443 1.421  -0.08
C -2.131 3.421 -4.574  -0.04
C 3.069 -5.262 5.033  -0.27
C -0.441 0.420 -3.222  -0.05
C 4.044 4.009 1.408  -0.07
C 0.902 2.010 0.929  -0.61
C -2.226 -2.320 0.984  -0.34
C -0.622 6.660 -0.903  -0.09
C 4.846 -1.769 -0.074  0.02
C -5.889 3.428 1.706  -0.07
C -5.113 2.331 2.047  0.00
C -2.122 4.749 -3.865  -0.27
C -3.030 7.008 -3.807  -0.26
H 2.410 0.303 -7.201  0.08
H -1.073 -3.561 2.308  0.08
H 3.065 -3.121 5.064  0.13
H 4.413 0.251 -0.557  0.12
H -5.333 1.739 2.926  0.12
H -3.222 -6.962 3.047  0.08
H 3.018 -5.530 -0.006  0.12
H -0.790 7.698 -0.626  0.08
H -6.746 3.683 2.314  0.11
H -3.291 -8.193 1.774  0.08
H 1.603 -7.168 6.267  0.09
H -1.567 -5.648 1.748  0.08
H 3.164 -6.993 7.108  0.10
H -4.994 7.816 -4.083  0.09
H -0.527 -1.883 2.126  0.08
H -0.922 6.033 -0.059  0.06
H 3.282 -7.393 4.756  0.11
H -3.566 -3.883 2.521  0.13
H -0.759 -3.764 -0.946  0.09
H 4.224 6.134 1.634  0.11
H 3.544 1.924 1.184  0.11
H 2.671 5.424 -4.259  0.09
H -1.956 -2.222 3.089  0.10
H -1.255 -7.029 0.676  0.10
H 5.913 -1.616 0.024  0.13
H -1.872 -8.069 2.804  0.08
H -4.248 4.531 -1.082  0.12
H -1.463 0.698 -3.485  0.09
H -6.229 5.043 0.333  0.11
H 4.433 -7.178 2.589  0.12
H 3.854 1.222 -6.765  0.09
H 2.479 4.920 -2.580  0.07
H -4.809 -5.814 1.800  0.11
H 1.785 6.512 1.717  0.11
H -2.302 8.241 -2.219  0.12
H -2.847 -0.988 -1.858  0.13
H -3.157 3.096 -4.751  0.09
H 0.232 4.592 1.487  0.11
H 4.214 -2.904 2.888  0.12
H 2.595 1.980 -7.731  0.09
H -1.629 2.671 -3.982  0.01
H -3.921 8.053 -5.459  0.08
H 0.622 -5.774 -0.635  0.11
H 0.450 6.518 -1.058  0.06
H -3.538 5.521 -5.259  0.13
H 1.694 -6.270 7.793  0.10
H -5.102 -3.292 1.894  0.14
H -0.253 -0.590 -3.583  0.09
H 1.031 -0.050 -5.321  0.12
H -5.301 -5.053 0.286  0.09
H -3.727 9.039 -4.000  0.08
H -0.372 0.394 -2.127  -0.02
H 5.113 3.841 1.394  0.11
H -1.632 3.499 -5.543  0.10
H 3.004 3.700 -5.707  0.13
H 1.085 5.514 -3.500  0.06